{
  "formula": "C50H146N4O26",
  "method": "ωB97M-V with the def2-TZVPD basis set",
  "charge": 0,
  "lumo_energy_ev": 0.27,
  "energy_ha": -4167.556464,
  "multiplicity": 1,
  "gap_ev": 8.9240,
  "species": ["C", "C", "O", "O", "H", "H", "H", "H", "H", "H", "C", "C", "O", "O", "H", "H", "H", "H", "H", "H", "C", "C", "O", "O", "H", "H", "H", "H", "H", "H", "C", "C", "O", "O", "H", "H", "H", "H", "H", "H", "C", "C", "O", "O", "H", "H", "H", "H", "H", "H", "C", "C", "C", "O", "C", "N", "H", "H", "H", "H", "H", "H", "H", "H", "H", "H", "H", "C", "C", "C", "O", "C", "N", "H", "H", "H", "H", "H", "H", "H", "H", "H", "H", "H", "C", "C", "C", "O", "C", "N", "H", "H", "H", "H", "H", "H", "H", "H", "H", "H", "H", "C", "C", "C", "O", "C", "N", "H", "H", "H", "H", "H", "H", "H", "H", "H", "H", "H", "C", "C", "O", "H", "H", "H", "H", "H", "H", "C", "C", "O", "H", "H", "H", "H", "H", "H", "C", "C", "O", "H", "H", "H", "H", "H", "H", "C", "C", "O", "H", "H", "H", "H", "H", "H", "C", "C", "O", "H", "H", "H", "H", "H", "H", "C", "C", "O", "H", "H", "H", "H", "H", "H", "C", "C", "O", "H", "H", "H", "H", "H", "H", "C", "C", "O", "H", "H", "H", "H", "H", "H", "C", "C", "O", "H", "H", "H", "H", "H", "H", "C", "C", "O", "H", "H", "H", "H", "H", "H", "C", "C", "O", "H", "H", "H", "H", "H", "H", "C", "C", "O", "H", "H", "H", "H", "H", "H"],
  "xyz": [[-3.389, -2.058, 2.696], [-2.471, -0.792, 2.544], [-3.151, 0.329, 2.013], [-4.679, -1.671, 3.333], [-2.867, -2.839, 3.256], [-3.690, -2.392, 1.726], [-1.608, -1.018, 1.904], [-2.068, -0.550, 3.499], [-4.004, 0.389, 2.516], [-4.664, -1.967, 4.225], [-3.036, 1.706, -2.224], [-2.113, 0.507, -1.857], [-1.737, 0.559, -0.476], [-4.227, 1.648, -1.421], [-3.355, 1.734, -3.294], [-2.517, 2.640, -2.051], [-1.254, 0.457, -2.592], [-2.653, -0.393, -2.045], [-2.448, 0.325, 0.203], [-4.065, 2.253, -0.672], [-1.877, 2.347, 4.505], [-0.508, 2.055, 4.061], [0.413, 2.800, 4.769], [-2.291, 1.749, 5.745], [-2.561, 1.922, 3.792], [-1.972, 3.469, 4.509], [-0.539, 2.374, 2.983], [-0.351, 0.953, 4.125], [1.346, 2.622, 4.534], [-2.014, 2.325, 6.444], [2.251, -5.693, -0.181], [2.067, -4.334, -0.858], [0.716, -3.869, -0.644], [1.575, -6.725, -0.877], [1.947, -5.714, 0.871], [3.336, -5.950, -0.213], [2.277, -4.571, -1.938], [2.816, -3.553, -0.572], [0.618, -2.885, -0.665], [0.729, -6.384, -1.190], [0.812, -3.781, 2.820], [2.240, -3.460, 3.185], [2.834, -2.702, 2.181], [-0.025, -2.608, 2.713], [0.277, -4.440, 3.523], [0.779, -4.261, 1.835], [2.738, -4.421, 3.221], [2.236, -2.941, 4.144], [3.082, -1.816, 2.470], [0.284, -2.107, 1.952], [-1.107, -1.556, 7.549], [-2.035, -1.923, 6.331], [-1.712, -3.395, 5.956], [-1.995, -4.303, 6.914], [-1.280, -5.548, 6.794], [-3.438, -1.635, 6.503], [-1.213, -2.271, 8.364], [-1.236, -0.565, 7.890], [-0.088, -1.548, 7.201], [-1.696, -1.250, 5.510], [-0.600, -3.444, 5.700], [-2.155, -3.727, 5.056], [-1.524, -6.249, 7.564], [-0.254, -5.251, 6.860], [-1.617, -6.016, 5.883], [-3.555, -0.648, 6.748], [-3.898, -2.191, 7.208], [6.428, -0.791, -5.435], [6.272, -1.073, -6.861], [4.798, -1.236, -7.224], [4.131, -2.075, -6.293], [4.481, -3.486, -6.218], [6.924, 0.098, -7.676], [6.203, -1.658, -4.842], [5.872, 0.162, -5.174], [7.468, -0.619, -5.264], [6.777, -2.007, -7.118], [4.723, -1.565, -8.295], [4.362, -0.212, -7.173], [4.799, -3.887, -7.217], [3.638, -4.087, -5.832], [5.317, -3.546, -5.540], [7.819, 0.367, -7.220], [7.072, -0.213, -8.680], [4.388, -0.833, 5.059], [3.513, 0.208, 4.370], [3.911, 1.591, 4.778], [3.157, 2.493, 3.980], [3.871, 3.773, 3.859], [3.547, -0.083, 2.920], [5.399, -0.899, 4.586], [3.923, -1.780, 5.065], [4.580, -0.563, 6.101], [2.435, 0.099, 4.571], [5.002, 1.767, 4.437], [3.776, 1.767, 5.825], [3.283, 4.414, 3.261], [4.827, 3.677, 3.380], [3.894, 4.307, 4.836], [3.247, 0.746, 2.453], [4.483, -0.169, 2.560], [-6.666, -2.975, -1.012], [-5.785, -1.936, -1.689], [-4.376, -2.502, -1.874], [-3.623, -2.611, -0.660], [-2.257, -2.978, -0.682], [-6.331, -1.548, -2.994], [-7.723, -2.636, -1.012], [-6.221, -3.106, -0.026], [-6.589, -3.794, -1.674], [-5.625, -1.040, -1.065], [-3.868, -1.945, -2.643], [-4.491, -3.488, -2.275], [-1.601, -2.234, -1.131], [-2.089, -3.932, -1.231], [-1.978, -3.019, 0.371], [-5.675, -0.900, -3.457], [-7.191, -1.030, -2.905], [0.180, 2.619, -4.940], [1.552, 2.903, -4.386], [2.127, 1.779, -3.670], [-0.501, 2.223, -4.230], [0.219, 1.763, -5.645], [-0.219, 3.374, -5.580], [1.286, 3.655, -3.645], [2.255, 3.399, -5.041], [1.996, 0.972, -4.206], [-0.187, -6.667, -4.756], [-0.501, -5.266, -4.135], [-0.711, -5.489, -2.707], [-0.663, -7.427, -4.119], [0.869, -6.862, -4.771], [-0.498, -6.919, -5.772], [-1.440, -5.017, -4.734], [0.278, -4.489, -4.364], [-0.325, -4.780, -2.222], [-0.301, 3.609, -0.741], [-0.552, 4.667, -1.798], [-1.523, 4.204, -2.789], [0.216, 2.730, -1.094], [-1.182, 3.200, -0.410], [0.241, 4.020, 0.119], [0.337, 5.000, -2.337], [-0.887, 5.590, -1.294], [-1.004, 3.965, -3.557], [6.607, -2.264, 1.563], [7.371, -0.972, 1.877], [6.408, 0.063, 1.862], [6.283, -2.353, 0.538], [5.728, -2.359, 2.241], [7.202, -3.222, 1.795], [8.108, -0.802, 1.050], [7.830, -1.024, 2.831], [6.607, 0.631, 1.030], [-0.678, 6.828, 3.966], [0.678, 6.347, 3.612], [0.692, 5.045, 3.091], [-1.102, 6.175, 4.726], [-1.320, 6.939, 3.120], [-0.669, 7.797, 4.463], [1.397, 6.432, 4.496], [1.209, 6.985, 2.927], [0.423, 4.386, 3.762], [-7.230, 1.326, 0.250], [-7.151, 0.854, 1.647], [-6.208, 1.675, 2.438], [-6.304, 1.220, -0.307], [-7.543, 2.383, 0.094], [-7.899, 0.654, -0.357], [-6.807, -0.226, 1.676], [-8.103, 0.872, 2.174], [-5.763, 2.248, 1.831], [-1.312, -2.059, -5.166], [-2.268, -0.974, -5.598], [-3.583, -1.347, -5.203], [-0.311, -1.760, -5.569], [-1.509, -3.043, -5.691], [-1.258, -2.224, -4.088], [-2.191, -0.763, -6.663], [-1.956, -0.025, -5.067], [-3.728, -2.227, -5.526], [-3.681, 7.497, -2.688], [-4.630, 6.380, -2.196], [-4.076, 5.508, -1.218], [-2.868, 7.153, -3.290], [-3.344, 8.060, -1.817], [-4.268, 8.228, -3.303], [-4.870, 5.818, -3.089], [-5.514, 6.741, -1.722], [-3.296, 5.014, -1.566], [0.987, 0.860, 1.062], [1.419, -0.006, -0.068], [0.508, -1.120, -0.095], [1.612, 1.793, 1.191], [1.037, 0.209, 1.949], [-0.013, 1.154, 0.955], [2.408, -0.389, 0.054], [1.462, 0.525, -0.996], [-0.292, -0.688, -0.382], [-2.548, 4.524, 1.864], [-3.930, 3.950, 2.008], [-4.581, 3.466, 0.863], [-2.343, 5.054, 2.755], [-2.497, 5.215, 0.985], [-1.814, 3.746, 1.771], [-4.557, 4.776, 2.496], [-3.852, 3.150, 2.775], [-4.760, 4.201, 0.232], [3.389, 3.364, -0.929], [4.459, 2.333, -1.335], [4.718, 1.904, -2.666], [2.386, 3.037, -1.187], [3.532, 4.365, -1.420], [3.549, 3.486, 0.129], [4.270, 1.385, -0.775], [5.428, 2.634, -0.964], [3.875, 1.720, -3.067], [3.379, -1.470, -2.640], [1.999, -1.539, -3.378], [1.996, -1.070, -4.762], [3.334, -2.057, -1.703], [3.751, -0.466, -2.505], [4.055, -1.968, -3.340], [1.215, -1.011, -2.886], [1.573, -2.574, -3.401], [2.612, -1.628, -5.275]]
}

=====

{
  "formula": "C50H146N6O14",
  "method": "ωB97M-V with the def2-TZVPD basis set",
  "charge": 0,
  "lumo_energy_ev": 0.54,
  "energy_ha": -3374.098693,
  "multiplicity": 1,
  "gap_ev": 8.0818,
  "species": ["C", "C", "N", "C", "C", "C", "C", "H", "H", "H", "H", "H", "H", "H", "H", "H", "H", "H", "H", "H", "H", "H", "C", "C", "N", "C", "C", "C", "C", "H", "H", "H", "H", "H", "H", "H", "H", "H", "H", "H", "H", "H", "H", "H", "C", "C", "N", "C", "C", "C", "C", "H", "H", "H", "H", "H", "H", "H", "H", "H", "H", "H", "H", "H", "H", "H", "C", "C", "N", "C", "C", "C", "C", "H", "H", "H", "H", "H", "H", "H", "H", "H", "H", "H", "H", "H", "H", "H", "C", "C", "N", "C", "C", "C", "C", "H", "H", "H", "H", "H", "H", "H", "H", "H", "H", "H", "H", "H", "H", "H", "C", "C", "N", "C", "C", "C", "C", "H", "H", "H", "H", "H", "H", "H", "H", "H", "H", "H", "H", "H", "H", "H", "C", "O", "H", "H", "H", "H", "C", "O", "H", "H", "H", "H", "C", "O", "H", "H", "H", "H", "C", "O", "H", "H", "H", "H", "C", "O", "H", "H", "H", "H", "C", "O", "H", "H", "H", "H", "C", "O", "H", "H", "H", "H", "C", "O", "H", "H", "H", "H", "C", "O", "H", "H", "H", "H", "C", "O", "H", "H", "H", "H", "C", "O", "H", "H", "H", "H", "C", "O", "H", "H", "H", "H", "C", "O", "H", "H", "H", "H", "C", "O", "H", "H", "H", "H"],
  "xyz": [[4.961, -2.295, -2.408], [4.694, -3.398, -3.393], [4.917, -2.910, -4.783], [4.915, -4.001, -5.761], [3.541, -4.546, -6.154], [4.006, -1.839, -5.180], [4.300, -1.241, -6.579], [5.171, -2.603, -1.383], [4.097, -1.621, -2.318], [5.716, -1.609, -2.800], [5.334, -4.256, -3.204], [3.655, -3.751, -3.256], [5.454, -3.680, -6.682], [5.395, -4.821, -5.283], [2.847, -4.590, -5.297], [3.143, -3.941, -6.933], [3.625, -5.591, -6.560], [4.058, -0.960, -4.479], [2.962, -2.227, -5.109], [3.593, -0.449, -6.762], [4.161, -1.996, -7.321], [5.332, -0.827, -6.613], [-2.654, -2.340, -3.281], [-3.058, -3.604, -3.978], [-4.435, -3.781, -4.535], [-4.737, -5.139, -5.073], [-4.638, -6.226, -4.018], [-4.853, -2.770, -5.521], [-3.967, -2.674, -6.770], [-3.532, -1.983, -2.678], [-2.378, -1.511, -3.998], [-1.767, -2.520, -2.696], [-2.415, -3.881, -4.798], [-2.910, -4.410, -3.248], [-5.730, -5.036, -5.520], [-4.080, -5.506, -5.924], [-5.436, -6.082, -3.368], [-4.651, -7.147, -4.546], [-3.660, -6.088, -3.564], [-4.795, -1.838, -5.013], [-5.879, -3.068, -5.766], [-2.985, -2.293, -6.440], [-4.210, -2.020, -7.617], [-3.698, -3.639, -7.200], [2.611, -3.835, 2.866], [1.599, -2.816, 2.328], [1.980, -2.148, 1.139], [1.967, -2.990, -0.078], [0.621, -3.710, -0.199], [3.170, -1.410, 1.124], [3.371, -0.295, 2.104], [2.638, -4.709, 2.181], [2.233, -4.225, 3.843], [3.571, -3.323, 2.987], [0.632, -3.322, 2.211], [1.523, -2.109, 3.122], [2.031, -2.228, -0.898], [2.859, -3.640, -0.139], [0.575, -4.168, -1.182], [0.446, -4.505, 0.465], [-0.195, -3.008, -0.137], [3.327, -1.031, 0.147], [4.023, -2.099, 1.376], [2.569, 0.452, 2.128], [4.307, 0.294, 1.885], [3.382, -0.579, 3.157], [0.152, 2.340, 8.010], [1.495, 2.887, 7.589], [2.593, 2.335, 8.393], [3.578, 1.853, 7.448], [3.161, 0.503, 6.800], [3.090, 3.421, 9.269], [2.219, 3.463, 10.530], [-0.117, 2.477, 9.074], [0.019, 1.235, 7.851], [-0.600, 2.742, 7.412], [1.639, 2.820, 6.550], [1.534, 3.967, 7.836], [3.765, 2.585, 6.667], [4.558, 1.671, 7.886], [2.213, 0.687, 6.236], [3.826, 0.013, 6.093], [2.873, -0.300, 7.576], [3.104, 4.418, 8.787], [4.133, 3.261, 9.561], [2.480, 4.252, 11.259], [2.341, 2.510, 11.128], [1.171, 3.646, 10.250], [4.938, 3.319, -2.768], [4.255, 4.009, -1.581], [5.133, 4.770, -0.768], [6.228, 4.088, -0.089], [5.817, 3.020, 0.986], [4.677, 5.973, -0.010], [4.147, 5.874, 1.401], [5.431, 4.154, -3.251], [4.156, 2.852, -3.342], [5.725, 2.655, -2.509], [3.523, 4.626, -2.041], [3.631, 3.266, -1.066], [6.836, 3.587, -0.907], [6.769, 4.884, 0.450], [6.592, 2.845, 1.678], [4.975, 3.411, 1.600], [5.457, 2.087, 0.629], [3.857, 6.465, -0.582], [5.536, 6.664, 0.035], [3.520, 6.810, 1.600], [5.019, 5.815, 2.088], [3.391, 5.075, 1.650], [-1.633, -4.493, 2.864], [-2.903, -5.269, 2.709], [-3.094, -5.583, 1.270], [-3.294, -4.354, 0.432], [-4.165, -3.204, 0.975], [-4.278, -6.381, 1.119], [-4.274, -7.166, -0.115], [-1.671, -3.463, 2.409], [-0.829, -5.033, 2.336], [-1.328, -4.364, 3.879], [-2.842, -6.315, 3.153], [-3.806, -4.823, 3.209], [-2.304, -3.913, 0.191], [-3.687, -4.701, -0.507], [-3.757, -2.752, 1.862], [-4.238, -2.422, 0.228], [-5.160, -3.460, 1.317], [-5.216, -5.734, 1.135], [-4.413, -7.056, 2.028], [-5.163, -7.789, -0.312], [-3.382, -7.832, -0.217], [-4.232, -6.535, -0.990], [-0.602, 2.823, -3.636], [-1.834, 2.194, -3.232], [-0.745, 3.948, -3.652], [0.231, 2.645, -2.957], [-0.411, 2.466, -4.646], [-1.901, 2.175, -2.254], [-0.637, 1.296, 4.379], [0.126, 1.742, 3.242], [-0.152, 1.735, 5.266], [-1.665, 1.639, 4.354], [-0.459, 0.204, 4.499], [0.019, 1.066, 2.543], [1.853, 7.410, -2.723], [1.483, 6.107, -2.311], [0.958, 7.990, -2.817], [2.493, 7.940, -2.001], [2.374, 7.302, -3.712], [1.471, 6.019, -1.344], [-4.161, 4.848, 4.148], [-3.261, 3.762, 4.036], [-3.533, 5.697, 4.453], [-4.701, 5.100, 3.218], [-4.848, 4.703, 4.914], [-3.656, 3.063, 3.568], [-1.458, -0.520, 1.377], [-0.147, -0.057, 1.007], [-1.916, -1.106, 0.617], [-1.390, -1.157, 2.239], [-2.129, 0.306, 1.548], [0.566, -0.740, 1.081], [-4.564, 0.632, -1.238], [-3.857, 0.928, -0.058], [-4.540, -0.481, -1.292], [-5.579, 0.959, -1.175], [-4.085, 1.047, -2.075], [-3.106, 1.576, -0.260], [-0.586, -4.143, -7.085], [-0.317, -2.958, -6.258], [-1.119, -3.857, -8.006], [0.329, -4.628, -7.397], [-1.250, -4.809, -6.629], [-1.035, -2.356, -6.386], [-3.909, 5.275, -3.067], [-3.562, 4.386, -2.034], [-4.765, 5.845, -2.717], [-3.039, 6.063, -3.216], [-4.058, 4.725, -3.968], [-2.931, 3.732, -2.411], [-1.745, 3.226, 0.762], [-1.565, 2.436, -0.450], [-2.307, 4.093, 0.498], [-2.227, 2.643, 1.607], [-0.758, 3.532, 1.174], [-0.883, 1.788, -0.195], [-0.144, 7.155, 0.276], [0.988, 6.361, 0.501], [-0.646, 7.365, 1.225], [0.151, 8.141, -0.178], [-0.854, 6.627, -0.344], [0.859, 5.562, 1.019], [0.999, -0.873, -2.718], [0.984, -2.276, -3.060], [1.869, -0.592, -2.104], [1.024, -0.202, -3.718], [0.080, -0.560, -2.218], [0.361, -2.418, -3.795], [1.747, 4.598, 3.850], [1.092, 4.317, 2.598], [2.666, 5.110, 3.650], [1.060, 5.185, 4.469], [1.804, 3.701, 4.495], [0.716, 3.415, 2.766], [-4.118, 0.188, 3.923], [-4.214, 1.211, 2.899], [-4.341, 0.683, 4.889], [-4.854, -0.553, 3.861], [-3.126, -0.213, 3.944], [-4.305, 0.771, 2.082], [-7.310, -2.892, -1.206], [-6.065, -2.476, -1.764], [-7.249, -3.880, -0.798], [-7.575, -2.188, -0.395], [-8.088, -2.824, -1.944], [-5.849, -2.979, -2.537]]
}